<1>
14
Properties=species:S:1:pos:R:3:nbo_charge:R:1 method="wB97M-V/def2-TZVPD" homo_lumo_gap_ev=8.27 charge=0 spin_multiplicity=1
N 1.015 -0.849 2.116 -0.793
C 1.466 0.351 1.728 0.312
N 1.065 0.981 0.655 -0.509
C 0.370 0.184 -0.202 0.058
C -0.700 0.559 -0.940 -0.406
C -1.329 -0.328 -1.918 0.219
O -1.992 0.388 -2.858 -0.650
S -1.300 -1.965 -2.023 -0.118
H 0.058 -1.055 1.880 0.409
H 1.310 -1.204 3.003 0.400
H 2.233 0.857 2.347 0.185
H 0.818 -0.838 -0.303 0.205
H -1.049 1.571 -0.858 0.208
H -1.966 1.347 -2.628 0.478


<2>
14
Properties=species:S:1:pos:R:3:nbo_charge:R:1 method="wB97M-V/def2-TZVPD" homo_lumo_gap_ev=9.08 charge=0 spin_multiplicity=1
C 0.873 -2.161 -0.672 -0.419
C 0.426 -0.934 -0.872 -0.032
N 0.117 0.108 0.061 -0.524
C 0.377 -0.140 1.424 0.565
O 0.650 -1.145 1.951 -0.523
C -0.422 1.297 -0.470 0.279
N -1.277 1.909 0.435 -0.795
S 0.075 2.069 -1.863 -0.132
H 1.045 -2.608 0.280 0.224
H 1.125 -2.798 -1.511 0.209
H 0.287 -0.629 -1.924 0.229
H 0.312 0.894 1.993 0.110
H -1.695 2.774 0.128 0.412
H -1.892 1.364 1.040 0.397


In terms of stability, <2> leads; the second structure lies 0.246 eV higher.